No. 1
12
Properties=species:S:1:pos:R:3:nbo_charge:R:1 method="wB97M-V/def2-TZVPD" mol_weight_g_mol=115.157 total_charge=0 orbital_gap_ev=9.195 lumo_energy_ev=0.19 multiplicity=1 smiles="O=C1NS[C@@H]2C[C@@H]12"
O -2.406 0.312 -0.690 -0.6111
C -1.203 0.168 -0.352 0.6240
N -0.702 0.630 0.749 -0.7350
S 1.037 0.387 1.292 0.4302
C 0.886 -0.906 0.021 -0.3749
C 1.103 -1.021 -1.498 -0.3743
C 0.139 -0.080 -0.976 -0.3253
H -1.419 1.336 1.258 0.4260
H 0.187 -1.551 0.491 0.2291
H 1.782 -0.667 -2.241 0.2479
H 0.919 -2.068 -1.890 0.2370
H 0.538 0.882 -1.183 0.2266

***

No. 2
12
Properties=species:S:1:pos:R:3:nbo_charge:R:1 method="wB97M-V/def2-TZVPD" mol_weight_g_mol=115.157 total_charge=0 orbital_gap_ev=8.337 lumo_energy_ev=0.40 multiplicity=1
C 0.120 0.670 -0.667 0.4773
C 0.841 -0.202 0.190 -0.4082
C -0.337 -0.925 0.732 -0.2708
C -1.458 -0.518 0.092 0.0194
H 1.004 2.517 -0.306 0.3582
H -0.536 2.351 -1.292 0.3899
H 1.932 -0.204 0.490 0.2522
H 1.491 -2.725 1.107 0.1608
H -2.326 -1.048 0.038 0.2017
N 0.390 1.852 -1.247 -0.7828
O -1.183 0.538 -0.797 -0.4258
S 0.062 -2.306 1.661 0.0281

***

No. 3
13
Properties=species:S:1:pos:R:3:nbo_charge:R:1 method="wB97M-V/def2-TZVPD" mol_weight_g_mol=147.224 total_charge=0 orbital_gap_ev=8.353 lumo_energy_ev=-0.71 multiplicity=1 smiles="S=C1CNCC(=S)O1"
S 1.308 1.487 -1.916 0.0580
C 0.831 0.695 -0.598 0.2119
C 1.479 0.773 0.744 -0.3439
N 1.215 -0.430 1.528 -0.6159
C -0.209 -0.564 1.732 -0.3303
C -0.939 -0.675 0.401 0.2372
S -2.368 -1.422 0.165 0.0029
O -0.336 -0.050 -0.605 -0.5069
H 1.093 1.730 1.132 0.2044
H 2.528 0.936 0.506 0.2509
H 1.716 -0.510 2.390 0.3861
H -0.475 -1.484 2.285 0.2487
H -0.689 0.315 2.175 0.1969